C10H14NOP | wB97M-V/def2-TZVPD

CARTESIAN COORDINATES (ANGSTROEM)
1 C 2.89 0.26 -0.18
2 C 2.32 -0.57 -1.13
3 C 2.39 0.26 1.11
4 C 1.23 -1.36 -0.81
5 C 1.31 -0.54 1.44
6 C 0.70 -1.35 0.48
7 C -0.93 1.69 0.27
8 C -0.41 2.66 -0.77
9 C -0.56 -2.03 0.79
10 C -1.86 -0.53 0.52
11 N -1.32 0.50 -0.27
12 O -1.05 1.95 1.44
13 P -3.30 -1.45 -0.15
14 H 3.72 0.90 -0.45
15 H 2.71 -0.58 -2.14
16 H 2.84 0.90 1.86
17 H 0.78 -1.99 -1.56
18 H 0.92 -0.51 2.45
19 H 0.10 3.48 -0.27
20 H -1.26 3.07 -1.32
21 H 0.26 2.17 -1.46
22 H -0.73 -2.28 1.82
23 H -0.87 -2.79 0.09
24 H -2.00 -0.18 1.54
25 H -1.18 0.31 -1.25
26 H -2.73 -1.67 -1.41
27 H -4.00 -0.34 -0.63

The relative energy (zero: lowest compared OMol25 entry of this formula, charge and spin) is 229.7 kJ/mol. Its multiplicity is 1. As for the gap between HOMO and LUMO: 9.18 eV. As for the LUMO energy: 0.82 eV. For the calculated total energy, the calculation gives -23422.6026 eV.